Computed, not measured: a structure of composition C2H4N2 in a non-equilibrium geometry, with ωB97M-V with the def2-TZVPD basis set.

```
8
Properties=species:S:1:pos:R:3:forces:R:3:mulliken_charge:R:1
C -0.3010 0.9943 -0.0535 -1.71 -0.01 0.34 -0.345
C -0.7555 -0.2615 -0.0923 -3.86 -4.17 0.83 -0.037
N 1.0712 0.5020 -0.1965 0.04 -0.31 0.45 -0.285
N 0.4902 -0.8508 0.0339 -0.12 -0.16 -0.13 -0.289
H -0.8849 1.8267 0.3679 1.33 0.23 -0.68 0.244
H -1.8910 -1.2498 -0.0774 3.42 3.87 -0.12 0.215
H 1.6576 0.6631 0.6267 -0.12 0.25 -0.13 0.267
H 0.6133 -1.6238 -0.6088 1.03 0.30 -0.57 0.228
```
Positions in Å, forces in eV/Å.

Properties
HOMO-LUMO gap   0.3582 Eh
HOMO level   -0.3182 Ha
ΔE to the lowest compared entry with this formula, charge and spin   115.44 kcal/mol